Record 1
{
  "formula": "C4H9O4P",
  "method": "the ωB97M-V functional and the def2-TZVPD basis",
  "symbols": ["C", "C", "C", "C", "O", "O", "O", "O", "P", "H", "H", "H", "H", "H", "H", "H", "H", "H"],
  "xyz": [[-0.960, 1.049, -0.807], [-1.379, 0.891, 0.705], [-0.336, -0.150, -1.412], [2.431, -0.162, 1.150], [-0.372, -2.537, 0.423], [-0.389, 0.413, 1.419], [-1.169, -0.907, -2.200], [1.820, -1.380, 0.653], [0.269, -1.273, 0.212], [-1.992, 1.265, -1.260], [-0.385, 1.902, -0.798], [-1.704, 1.952, 1.291], [-2.233, 0.121, 0.675], [0.599, -0.002, -2.036], [2.974, 0.272, 0.288], [3.018, -0.584, 1.920], [1.626, 0.544, 1.439], [-1.820, -1.415, -1.661]],
  "forces_ev_per_a": [[-3.8, 0.3, 1.0], [-2.9, 1.2, -0.3], [1.8, -1.1, 0.5], [-0.8, 0.5, -1.7], [-1.5, -1.4, -0.1], [3.6, -3.9, 0.2], [-1.0, -1.3, 0.3], [-2.1, 0.5, -0.9], [1.0, 4.1, 1.0], [1.8, -0.2, -0.2], [1.6, 1.9, -0.6], [0.4, -2.6, -2.2], [0.2, 1.3, 0.3], [-1.0, 0.2, 1.0], [0.2, -0.2, 0.8], [1.0, 0.5, 1.0], [0.9, -0.4, 0.3], [0.6, 0.6, -0.5]],
  "spin_multiplicity": 1,
  "e_above_lowest_kj_mol": 109.4,
  "homo_energy_ev": -9.48,
  "homo_lumo_gap_ev": 10.04,
  "charge": 0
}

---

Record 2
{
  "formula": "C5H9Cl",
  "method": "the ωB97M-V functional and the def2-TZVPD basis",
  "symbols": ["C", "C", "C", "C", "C", "Cl", "H", "H", "H", "H", "H", "H", "H", "H", "H"],
  "xyz": [[-1.190, 1.491, -0.028], [-0.697, 0.227, 0.512], [-0.929, -1.141, -0.313], [0.459, -0.393, -0.248], [1.831, -0.710, 0.287], [2.991, 0.520, -0.096], [-2.177, 1.923, 0.291], [-0.483, 2.414, -0.117], [-1.359, 0.748, -1.104], [-0.524, 0.150, 1.592], [-1.232, -2.049, 0.472], [-1.889, -0.861, -0.948], [0.685, 0.014, -1.318], [2.524, -1.453, -0.381], [1.989, -0.880, 1.397]],
  "forces_ev_per_a": [[-1.2, 0.0, -4.0], [2.5, -1.7, 1.5], [-2.3, -0.1, 4.2], [-1.0, 0.5, -3.2], [1.9, -3.4, -0.2], [0.9, 2.8, -0.1], [0.8, -1.0, -0.1], [-0.8, -2.1, -0.1], [-0.1, 4.3, 1.6], [-0.3, -0.3, -0.2], [1.2, 2.3, -2.4], [2.8, -1.1, 0.4], [-0.8, -0.2, 2.0], [-3.0, 0.2, 2.0], [-0.7, -0.2, -1.4]],
  "spin_multiplicity": 1,
  "e_above_lowest_kj_mol": 423.1,
  "homo_energy_ev": -9.77,
  "homo_lumo_gap_ev": 10.84,
  "smiles": "C[C@H]1C[C@@H]1CCl",
  "charge": 0
}

---

Record 3
{
  "formula": "C37H61B3Br43IN2O5P",
  "method": "the ωB97M-V functional and the def2-TZVPD basis",
  "symbols": ["C", "C", "B", "O", "C", "C", "C", "C", "C", "C", "C", "I", "P", "C", "C", "N", "B", "C", "O", "C", "B", "O", "C", "C", "C", "Br", "C", "C", "C", "N", "C", "C", "O", "C", "C", "O", "H", "H", "H", "H", "H", "H", "H", "H", "H", "H", "H", "H", "H", "H", "H", "H", "H", "H", "H", "H", "H", "H", "H", "H", "H", "H", "H", "H", "H", "H", "H", "H", "H", "H", "H", "H", "H", "H", "H", "H", "H", "H", "H", "H", "H", "H", "H", "C", "Br", "Br", "Br", "H", "C", "Br", "Br", "Br", "H", "C", "Br", "Br", "Br", "H", "C", "Br", "Br", "Br", "H", "C", "Br", "Br", "Br", "H", "C", "Br", "Br", "Br", "H", "C", "Br", "Br", "Br", "H", "C", "Br", "Br", "Br", "H", "C", "Br", "Br", "Br", "H", "C", "Br", "Br", "Br", "H", "C", "Br", "Br", "Br", "H", "C", "Br", "Br", "Br", "H", "C", "Br", "Br", "Br", "H", "C", "Br", "Br", "Br", "H"],
  "xyz": [[-6.308, -1.378, -2.480], [-5.744, -2.296, -1.251], [-5.116, -1.495, 0.024], [-6.008, -1.519, 1.241], [-3.675, -0.754, 0.218], [-3.139, -1.677, 1.526], [-2.701, -1.210, -0.986], [-1.346, -0.403, -1.302], [-0.650, -0.870, -2.702], [-1.412, -1.690, -3.854], [-2.685, -1.112, -4.648], [-1.840, -3.835, -3.353], [0.157, -0.828, -0.110], [0.340, -2.706, 0.124], [1.762, -0.030, -0.863], [-1.572, 1.059, -1.082], [-2.252, 1.528, -2.403], [-1.387, 2.304, -3.620], [-3.649, 1.261, -2.770], [-2.206, 1.614, 0.155], [-2.339, 3.219, -0.339], [-1.030, 3.973, -0.494], [-3.513, 4.267, -0.542], [-3.136, 5.266, -1.834], [-1.257, 1.915, 1.477], [-0.846, 0.471, 2.799], [-1.776, 3.098, 2.513], [-0.725, 4.403, 2.603], [-3.667, 0.882, 0.587], [-4.872, 1.670, 0.522], [-5.351, 2.280, 1.861], [-5.676, 3.917, 2.016], [-5.637, 1.584, 2.963], [-6.044, 1.642, -0.279], [-6.460, 2.207, -1.777], [-7.176, 1.171, 0.340], [-7.397, -1.003, -2.230], [-6.391, -2.011, -3.479], [-5.575, -0.493, -2.720], [-4.888, -2.998, -1.697], [-6.619, -3.022, -0.911], [-5.761, -0.718, 1.784], [-3.494, -1.237, 2.552], [-3.590, -2.783, 1.489], [-1.972, -1.866, 1.474], [-2.399, -2.345, -0.770], [-3.356, -1.210, -1.968], [0.033, -0.044, -3.235], [0.204, -1.688, -2.465], [-0.575, -1.846, -4.704], [-3.731, -1.185, -4.112], [-2.803, -1.753, -5.649], [-2.606, 0.012, -5.031], [-0.660, -3.306, 0.257], [0.949, -2.865, 1.139], [1.046, -3.125, -0.723], [1.495, 0.678, -1.786], [2.544, -0.859, -1.215], [2.331, 0.661, -0.089], [-0.605, 1.503, -1.149], [-0.335, 2.692, -3.234], [-1.114, 1.478, -4.438], [-2.023, 3.127, -4.162], [-3.904, 1.975, -3.428], [-0.579, 3.727, -1.342], [-3.525, 5.016, 0.390], [-4.603, 3.950, -0.719], [-2.739, 4.558, -2.680], [-2.381, 6.111, -1.527], [-4.157, 5.745, -2.206], [-0.166, 2.137, 1.039], [-1.734, 2.754, 3.664], [-2.895, 3.412, 2.430], [-1.215, 5.330, 2.032], [0.283, 4.054, 2.121], [-0.518, 4.743, 3.703], [-3.487, 0.796, 1.786], [-6.556, 4.026, 2.811], [-4.769, 4.523, 2.437], [-6.115, 4.345, 1.007], [-7.410, 2.913, -1.630], [-5.644, 2.868, -2.290], [-6.757, 1.372, -2.542], [3.531, 1.915, 2.825], [3.076, 0.060, 2.454], [2.864, 3.114, 1.446], [2.955, 2.461, 4.601], [4.624, 1.985, 2.808], [-1.102, 8.689, 3.126], [0.774, 8.418, 2.687], [-2.279, 7.874, 1.809], [-1.515, 8.094, 4.932], [-1.285, 9.768, 3.095], [7.197, -1.363, 1.329], [6.742, -3.217, 0.958], [6.529, -0.164, -0.050], [6.621, -0.817, 3.105], [8.290, -1.293, 1.312], [-5.675, -3.904, 4.125], [-5.088, -4.718, 2.458], [-7.097, -4.929, 4.969], [-4.189, -3.590, 5.340], [-6.094, -2.924, 3.872], [-11.220, -3.833, 6.049], [-11.151, -3.421, 7.949], [-10.868, -5.714, 5.702], [-12.890, -3.248, 5.241], [-10.416, -3.264, 5.569], [-1.638, 10.003, -1.394], [0.125, 10.732, -1.012], [-2.986, 11.400, -1.523], [-1.624, 8.862, -2.969], [-1.914, 9.371, -0.543], [4.234, -6.130, 1.032], [3.211, -7.402, -0.027], [3.156, -4.603, 1.568], [5.092, -6.982, 2.556], [5.033, -5.748, 0.388], [2.620, -11.335, 0.265], [1.713, -10.537, -1.259], [1.434, -11.526, 1.795], [3.476, -13.018, -0.202], [3.416, -10.643, 0.562], [2.919, -1.673, -5.123], [1.896, -2.945, -6.181], [1.841, -0.146, -4.586], [3.777, -2.525, -3.599], [3.717, -1.291, -5.767], [11.365, -1.714, 3.390], [10.909, -3.569, 3.019], [10.697, -0.515, 2.011], [10.788, -1.168, 5.166], [12.458, -1.644, 3.373], [-2.717, 9.335, -7.179], [-2.352, 11.084, -7.950], [-1.091, 8.460, -6.567], [-4.060, 9.429, -5.775], [-3.133, 8.714, -7.979], [11.561, -7.678, 1.367], [9.901, -6.670, 1.252], [13.105, -6.509, 1.552], [11.496, -9.020, 2.774], [11.676, -8.213, 0.419], [13.920, 1.278, 4.659], [15.127, 0.331, 3.463], [14.886, 2.360, 5.955], [12.604, 2.325, 3.680], [13.369, 0.519, 5.224], [12.630, -8.698, -3.196], [11.286, -9.543, -2.071], [11.854, -7.961, -4.820], [13.660, -7.369, -2.218], [13.329, -9.482, -3.503]],
  "forces_ev_per_a": [[-0.1, -0.3, -0.5], [0.3, -1.4, -0.8], [-2.9, 0.0, 2.3], [2.6, 1.6, -2.5], [1.3, -0.6, 0.5], [0.1, -0.9, 0.1], [-0.5, -0.8, -0.9], [1.0, -3.6, 0.1], [1.3, -1.0, -1.2], [0.6, 0.8, -2.1], [-1.1, -0.1, -1.3], [0.2, 1.2, -0.1], [-0.1, 0.9, 2.0], [1.4, -0.9, -0.2], [1.0, 0.1, -1.2], [1.4, 0.4, -2.0], [-2.2, 0.5, -3.4], [0.8, -0.7, 0.2], [3.1, 1.9, 1.2], [-2.3, 1.9, 1.7], [1.5, 2.3, 0.9], [-1.7, -2.6, -1.2], [-1.0, 2.2, -0.5], [-0.9, -0.4, 0.2], [1.5, 0.3, -0.1], [-0.4, 0.2, -0.4], [0.5, 1.0, 2.1], [-0.7, 0.1, -0.9], [2.9, -2.1, 2.7], [-1.6, 1.8, 1.4], [-2.4, -1.8, 6.0], [-1.2, -0.6, -0.2], [2.7, 3.4, -7.1], [-7.4, -2.7, 1.1], [0.4, 0.9, -0.2], [6.6, 3.0, -3.3], [2.4, -0.5, -0.4], [0.2, 1.2, 2.2], [-1.5, -1.5, 0.6], [-1.7, 1.3, 0.8], [1.9, 1.6, -0.6], [-0.5, -1.2, -0.4], [0.9, -0.8, -1.9], [0.8, 2.5, -0.2], [-2.4, 0.9, 0.3], [-0.7, 2.6, -0.7], [1.5, 0.0, 1.8], [-2.2, -1.6, 1.5], [-1.9, 2.0, -0.2], [-1.8, 0.4, 2.1], [2.3, 0.0, -0.8], [0.3, 1.3, 2.3], [0.2, -2.3, 1.0], [1.9, 1.3, -0.6], [-1.4, 0.6, -2.2], [-1.6, 0.4, 1.6], [0.6, -1.6, 1.8], [-1.7, 1.8, 0.5], [-1.6, -1.6, -1.4], [-1.2, -0.5, 0.3], [-2.1, -0.4, -1.0], [-0.7, 1.7, 1.7], [1.4, -1.4, 1.1], [0.4, -1.5, 0.9], [-0.3, 0.5, 1.1], [0.1, -1.8, -1.7], [1.9, 0.2, 0.6], [-0.5, 1.8, 1.4], [-1.4, -1.9, -0.9], [2.3, -0.9, 0.7], [-2.5, -0.2, 1.1], [-0.2, 0.1, -3.0], [2.0, -0.5, -0.5], [1.5, -2.1, 1.1], [-2.0, 1.0, 0.9], [-0.6, -0.9, -2.0], [-0.4, 0.3, -2.8], [2.1, -0.6, -1.7], [-1.6, -1.3, -1.1], [1.3, -0.8, 2.0], [2.1, -1.8, 0.0], [-1.4, -1.3, 1.1], [0.6, 1.4, 1.9], [0.2, -0.1, 0.2], [0.0, 0.5, 0.2], [0.1, -0.3, 0.2], [0.1, -0.2, -0.6], [-0.5, 0.0, 0.0], [0.2, 0.3, 0.2], [-0.6, 0.0, 0.1], [0.1, 0.2, 0.2], [0.1, 0.1, -0.6], [0.0, -0.5, 0.0], [0.1, 0.0, 0.1], [0.1, 0.5, 0.1], [0.1, -0.3, 0.3], [0.2, -0.2, -0.5], [-0.5, -0.1, 0.0], [-0.2, 0.3, 0.0], [-0.2, -0.1, 0.5], [0.4, 0.2, -0.2], [-0.3, -0.1, -0.3], [0.2, -0.4, 0.0], [0.2, 0.2, -0.1], [-0.1, -0.1, -0.5], [-0.1, 0.4, 0.1], [0.4, -0.2, 0.2], [-0.4, -0.3, 0.2], [-0.1, -0.1, 0.2], [-0.5, -0.2, -0.1], [0.4, -0.4, 0.0], [0.1, 0.3, 0.4], [0.1, 0.3, -0.4], [0.2, 0.0, -0.1], [0.2, 0.3, 0.3], [0.2, -0.4, -0.1], [-0.3, 0.3, -0.4], [-0.4, -0.1, 0.3], [0.2, 0.1, 0.2], [0.2, -0.2, 0.3], [0.3, 0.0, -0.4], [-0.3, 0.4, 0.1], [-0.4, -0.3, -0.1], [0.4, -0.3, -0.2], [0.2, 0.4, 0.4], [0.8, -0.2, -0.7], [-0.3, 0.3, -0.3], [-0.4, -0.1, 0.3], [0.2, -0.2, 0.1], [0.0, 0.6, 0.1], [0.2, -0.3, 0.3], [0.1, -0.1, -0.4], [-0.5, 0.0, 0.0], [-0.2, 0.0, -0.2], [-0.1, -0.5, 0.3], [-0.3, 0.2, -0.1], [0.3, 0.0, -0.4], [0.2, 0.3, 0.4], [0.1, -0.2, -0.2], [0.4, -0.2, 0.1], [-0.4, -0.3, 0.0], [0.0, 0.4, -0.3], [-0.1, 0.3, 0.4], [-0.1, -0.1, 0.2], [-0.3, 0.2, 0.2], [-0.2, -0.3, -0.4], [0.4, -0.2, 0.3], [0.2, 0.3, -0.2], [0.2, -0.1, -0.2], [0.3, 0.2, -0.2], [0.2, -0.2, 0.5], [-0.4, -0.3, -0.2], [-0.3, 0.3, 0.2]],
  "spin_multiplicity": 1,
  "e_above_lowest_kj_mol": 1361.3,
  "homo_energy_ev": -10.00,
  "homo_lumo_gap_ev": 6.33,
  "charge": 1
}

---

Record 4
{
  "formula": "C4H11N3",
  "method": "the ωB97M-V functional and the def2-TZVPD basis",
  "symbols": ["N", "C", "C", "N", "C", "C", "N", "H", "H", "H", "H", "H", "H", "H", "H", "H", "H", "H"],
  "xyz": [[2.268, 0.589, -1.064], [0.895, 0.446, -0.748], [0.444, 0.395, 0.505], [1.246, 0.579, 1.624], [-1.004, 0.151, 0.825], [-1.920, -0.515, -0.194], [-1.391, -1.726, -0.826], [2.560, 0.419, -2.010], [2.695, 1.453, -0.752], [0.234, 0.361, -1.598], [0.850, 1.151, 2.352], [2.237, 0.701, 1.532], [-1.447, 1.062, 1.218], [-1.002, -0.525, 1.690], [-2.173, 0.168, -1.007], [-2.818, -0.847, 0.307], [-0.823, -2.273, -0.188], [-0.851, -1.590, -1.664]],
  "forces_ev_per_a": [[0.6, 0.4, 0.5], [0.4, -0.1, -0.5], [-0.4, 0.4, -0.8], [0.1, -0.3, 0.6], [0.2, -0.5, 0.8], [0.8, -0.2, -0.9], [-0.1, -0.5, 0.2], [-0.4, -0.1, -0.1], [-0.1, 0.0, 0.0], [-0.2, -0.3, 0.1], [0.0, -0.1, 0.0], [0.0, 0.1, -0.4], [-0.3, 0.3, -0.1], [0.1, 0.0, 0.1], [-0.2, 0.1, 0.1], [-0.4, 0.4, 0.2], [-0.1, 0.1, 0.0], [0.1, 0.3, 0.1]],
  "spin_multiplicity": 1,
  "e_above_lowest_kj_mol": 154.8,
  "homo_energy_ev": -7.38,
  "homo_lumo_gap_ev": 8.40,
  "smiles": "N/C=C(\\N)CCN",
  "charge": 0
}